(1)
14
Properties=species:S:1:pos:R:3 method="wB97M-V/def2-TZVPD" homo_lumo_gap_ev="7.6 / 7.6" relative_energy_ev=1.996 charge=0 e_homo_ha="-0.3009 / -0.3010"
C -0.563 -1.214 0.138
C -1.722 -0.083 1.824
C -0.179 -0.037 -0.678
C 1.250 0.404 -0.622
N -1.202 -1.248 1.213
S -1.321 1.494 1.004
S -1.027 0.092 -2.190
H -0.224 -2.172 -0.253
H -2.810 -0.190 1.861
H -1.346 -0.046 2.850
H 1.473 0.870 0.337
H 1.472 1.121 -1.409
H 1.911 -0.460 -0.738
H -0.213 0.994 -2.753

---

(2)
41
Properties=species:S:1:pos:R:3 method="wB97M-V/def2-TZVPD" smiles="O=C(/C=C/c1ccccc1F)N1CCN(c2ccccn2)CC1" homo_lumo_gap_ev=7.9 relative_energy_ev=0.000 charge=0 e_homo_ha=-0.2939
O -2.309 0.919 -1.781
C -1.379 0.255 -1.351
C -0.138 0.051 -2.125
C -0.023 0.606 -3.337
C 1.116 0.516 -4.230
C 2.276 -0.208 -3.941
C 3.332 -0.260 -4.829
C 3.265 0.412 -6.040
C 2.132 1.138 -6.360
C 1.084 1.180 -5.461
F -0.008 1.895 -5.798
N -1.450 -0.341 -0.127
C -2.619 -0.100 0.692
C -2.210 0.394 2.075
N -1.310 -0.559 2.694
C -0.708 -0.305 3.889
C -1.058 0.803 4.682
C -0.423 0.972 5.893
C 0.540 0.055 6.300
C 0.815 -0.999 5.451
N 0.220 -1.182 4.286
C -0.848 -1.636 1.854
C -0.384 -1.103 0.499
H 0.652 -0.537 -1.690
H -0.866 1.186 -3.694
H 2.347 -0.737 -3.004
H 4.215 -0.827 -4.577
H 4.091 0.370 -6.733
H 2.048 1.671 -7.294
H -3.220 -1.012 0.775
H -3.215 0.659 0.180
H -1.718 1.372 1.976
H -3.109 0.520 2.690
H -1.807 1.506 4.358
H -0.675 1.815 6.520
H 1.053 0.161 7.242
H 1.555 -1.748 5.706
H -1.645 -2.374 1.713
H -0.017 -2.115 2.374
H 0.496 -0.464 0.655
H -0.098 -1.950 -0.134

---

(3)
72
Properties=species:S:1:pos:R:3 method="wB97M-V/def2-TZVPD" homo_lumo_gap_ev="5.4 / 5.4" relative_energy_ev=0.316 charge=+3 e_homo_ha="-0.6052 / -0.6052"
Pd 0.548 -0.285 -0.354
C 5.414 -0.659 -3.159
C 3.936 -0.400 -3.137
C 3.237 0.015 -4.264
C 1.858 0.190 -4.222
C 1.248 -0.058 -3.021
Br -0.620 0.080 -2.726
N 1.881 -0.428 -1.908
C 3.208 -0.600 -1.971
H 5.883 -0.187 -4.019
H 5.604 -1.732 -3.224
H 5.896 -0.290 -2.254
H 3.768 0.201 -5.189
H 1.292 0.500 -5.088
H 3.699 -0.913 -1.062
N -0.685 0.016 1.305
C -0.291 -0.636 2.560
C -1.179 -0.746 3.614
C -0.756 -1.372 4.778
C 0.529 -1.894 4.877
C 1.403 -1.801 3.806
C 0.987 -1.154 2.644
P 2.017 -0.953 1.192
C 3.225 0.343 1.482
C 3.135 1.567 0.817
C 4.059 2.569 1.075
C 5.070 2.356 2.001
C 5.158 1.145 2.677
C 4.240 0.141 2.425
C 2.795 -2.520 0.849
C 4.180 -2.678 0.757
C 4.708 -3.937 0.510
C 3.865 -5.023 0.327
C 2.484 -4.865 0.395
C 1.947 -3.618 0.655
H -1.651 -0.229 1.104
H -0.662 1.028 1.430
H -2.188 -0.357 3.538
H -1.439 -1.461 5.612
H 0.843 -2.386 5.787
H 2.391 -2.240 3.868
H 2.346 1.746 0.097
H 3.992 3.514 0.553
H 5.788 3.140 2.205
H 5.941 0.986 3.406
H 4.304 -0.787 2.980
H 4.845 -1.835 0.887
H 5.781 -4.068 0.461
H 4.283 -6.001 0.130
H 1.832 -5.716 0.250
H 0.871 -3.499 0.723
C -9.006 2.796 -1.640
C -7.580 2.480 -1.456
C -6.910 1.625 -2.370
C -5.603 1.297 -2.217
C -4.939 0.386 -3.194
C -4.867 1.852 -1.046
Se -3.193 1.384 -0.762
C -5.573 2.783 -0.123
C -4.901 3.390 1.064
C -6.880 3.054 -0.364
H -9.449 2.300 -2.499
H -9.125 3.881 -1.739
H -9.559 2.529 -0.732
H -7.468 1.236 -3.211
H -5.585 0.224 -4.053
H -4.736 -0.583 -2.732
H -3.991 0.793 -3.542
H -3.823 3.448 0.958
H -5.126 2.792 1.951
H -5.292 4.390 1.239
H -7.417 3.732 0.288

---

(4)
115
Properties=species:S:1:pos:R:3 method="wB97M-V/def2-TZVPD" homo_lumo_gap_ev=5.1 charge=-1 e_homo_ha=-0.1459
C 3.527 -5.692 0.429
C 5.091 -5.986 0.480
O 5.430 -7.192 0.628
O 6.099 -5.012 0.402
C 6.027 -4.229 -0.838
B 6.423 -5.048 -2.202
P 4.976 -6.031 -3.000
O 5.631 -7.551 -3.545
I 4.268 -4.912 -5.122
H 3.019 -5.948 1.412
H 3.085 -6.339 -0.400
H 3.336 -4.596 0.194
H 6.809 -3.389 -0.729
H 5.015 -3.679 -0.897
H 7.295 -5.805 -1.918
H 6.766 -4.229 -3.015
H 5.916 -8.089 -2.779
C -2.040 -5.249 -6.657
C -1.917 -6.298 -5.569
O -0.779 -6.035 -4.736
C -0.955 -5.112 -3.773
O -1.983 -4.515 -3.584
C 0.313 -4.968 -2.936
F 1.421 -4.901 -3.689
F 0.484 -6.012 -2.099
F 0.308 -3.862 -2.168
H -1.112 -5.179 -7.229
H -2.858 -5.494 -7.338
H -2.228 -4.261 -6.232
H -1.754 -7.278 -6.021
H -2.829 -6.367 -4.970
C -1.217 -3.230 1.105
C 0.133 -2.683 0.688
O 0.457 -1.501 1.441
C 0.963 -1.708 2.672
O 1.148 -2.791 3.157
C 1.304 -0.377 3.335
F 0.323 0.541 3.187
F 2.420 0.174 2.816
F 1.518 -0.491 4.655
H -1.986 -2.458 1.022
H -1.499 -4.079 0.479
H -1.206 -3.558 2.147
H 0.100 -2.387 -0.361
H 0.921 -3.434 0.786
C -1.094 2.818 2.376
C -2.439 3.037 1.717
O -3.085 4.205 2.254
C -2.691 5.385 1.745
O -1.851 5.512 0.894
C -3.490 6.525 2.368
F -3.600 6.410 3.706
F -4.750 6.578 1.886
F -2.942 7.731 2.138
H -1.202 2.774 3.463
H -0.642 1.892 2.028
H -0.409 3.640 2.158
H -3.094 2.190 1.932
H -2.351 3.107 0.630
C -6.992 2.490 4.736
C -7.139 1.037 5.144
O -6.158 0.222 4.484
C -4.930 0.214 5.038
O -4.626 0.835 6.020
C -4.007 -0.726 4.269
F -4.108 -0.571 2.932
F -4.282 -2.021 4.521
F -2.710 -0.549 4.574
H -7.031 2.588 3.648
H -7.787 3.096 5.175
H -6.031 2.895 5.058
H -8.117 0.665 4.832
H -7.079 0.915 6.229
C -0.709 9.010 -0.803
C 0.047 7.696 -0.813
O 0.394 7.319 -2.155
C 1.490 7.910 -2.667
O 2.167 8.710 -2.080
C 1.769 7.384 -4.073
F 0.656 7.327 -4.832
F 2.279 6.137 -4.048
F 2.649 8.145 -4.745
H -1.580 8.956 -1.461
H -1.042 9.256 0.207
H -0.084 9.827 -1.169
H -0.593 6.904 -0.419
H 0.936 7.737 -0.178
C 9.692 -8.085 0.867
C 9.815 -6.711 0.239
O 11.185 -6.424 -0.095
C 11.633 -6.949 -1.250
O 10.972 -7.626 -1.991
C 13.077 -6.525 -1.501
F 13.849 -6.642 -0.399
F 13.162 -5.236 -1.889
F 13.673 -7.254 -2.460
H 10.361 -8.174 1.728
H 8.667 -8.268 1.193
H 9.976 -8.868 0.160
H 9.501 -5.951 0.958
H 9.170 -6.609 -0.638
C -7.187 8.822 0.738
C -7.619 7.439 0.291
O -9.051 7.329 0.295
C -9.684 7.832 -0.782
O -9.130 8.354 -1.712
C -11.188 7.603 -0.670
F -11.665 7.905 0.554
F -11.517 6.316 -0.901
F -11.891 8.342 -1.544
H -7.623 9.064 1.710
H -6.100 8.881 0.812
H -7.528 9.587 0.037
H -7.245 6.694 0.995
H -7.212 7.187 -0.691

---

(5)
17
Properties=species:S:1:pos:R:3 method="wB97M-V/def2-TZVPD" smiles="O=CCCS.O.O" homo_lumo_gap_ev=10.1 relative_energy_ev=0.117 charge=0 e_homo_ha=-0.3472
O -0.535 -2.517 -0.386
C 0.415 -1.989 0.133
C 0.567 -0.514 0.322
C -0.467 0.302 -0.435
S -0.171 2.081 -0.102
H 1.252 -2.611 0.522
H 1.591 -0.255 0.004
H 0.569 -0.329 1.402
H -0.384 0.146 -1.507
H -1.462 0.013 -0.114
H -0.910 2.564 -1.125
O -2.518 -1.440 1.462
H -2.106 -2.094 0.881
H -3.399 -1.781 1.562
O 2.924 1.451 -0.868
H 3.606 2.141 -0.918
H 2.080 1.891 -0.814

---

(6)
29
Properties=species:S:1:pos:R:3 method="wB97M-V/def2-TZVPD" homo_lumo_gap_ev=7.5 relative_energy_ev=0.000 charge=+1 e_homo_ha=-0.4728
C -2.960 -0.253 -0.745
C -2.067 -1.325 -0.886
C -2.752 0.712 0.230
C -1.012 -1.444 -0.013
C -1.729 0.537 1.176
C -0.899 -0.565 1.062
C 0.215 2.323 -0.641
C 1.666 0.155 -0.432
C 1.504 1.813 1.411
C 1.051 1.396 0.113
N 1.906 -3.128 -0.793
Cl 0.260 -0.844 2.431
H -3.852 -0.255 -1.357
H -2.266 -1.856 -1.840
H -3.481 1.483 0.274
H -0.242 -2.295 0.046
H -1.554 1.116 1.997
H -0.744 1.795 -0.938
H 0.724 2.368 -1.635
H 0.065 3.156 0.091
H 2.655 0.429 -0.881
H 1.943 -0.476 0.471
H 0.949 -0.409 -1.152
H 2.270 1.079 1.670
H 0.604 1.638 2.099
H 1.699 2.873 1.407
H 2.237 -2.620 -1.581
H 1.262 -3.775 -1.254
H 2.549 -3.626 -0.329

---

Number 1: largest force on an atom 2.93 eV/Å. Number 2: largest force on an atom 0.68 eV/Å. Number 3: largest force on an atom 0.84 eV/Å. Number 4: largest force on an atom 4.03 eV/Å. Number 5: largest force on an atom 1.24 eV/Å. Number 6: largest force on an atom 5.06 eV/Å.